Model i:
A single C7H15NO2 molecule. Source: the OMol25 dataset; level of theory: wB97M-V/def2-TZVPD.

Last column: Löwdin charge in e.
CARTESIAN COORDINATES (ANGSTROEM)
1 C -1.97 0.93 0.31  -0.07
2 C -1.06 0.34 -0.77  -0.36
3 C -1.86 -0.01 -2.02  -0.07
4 C -0.34 -1.01 -0.25  -0.37
5 O -1.26 -2.00 0.13  -0.02
6 C 0.68 -0.77 0.87  -0.11
7 C 1.53 0.48 0.64  -0.39
8 C 2.87 0.40 1.38  -0.05
9 N 1.85 0.75 -0.76  -0.01
10 O 2.11 -0.22 -1.46  0.02
11 H -2.78 0.24 0.55  0.08
12 H -2.40 1.86 -0.03  0.08
13 H -1.40 1.13 1.23  0.07
14 H -0.34 1.12 -1.05  0.11
15 H -2.53 -0.84 -1.81  0.08
16 H -2.45 0.84 -2.36  0.08
17 H -1.18 -0.31 -2.82  0.08
18 H 0.16 -1.42 -1.13  0.13
19 H -1.73 -1.70 0.92  0.09
20 H 1.32 -1.66 0.93  0.12
21 H 0.16 -0.67 1.83  0.12
22 H 1.01 1.38 0.98  0.13
23 H 2.70 0.30 2.45  0.08
24 H 3.45 -0.46 1.03  0.09
25 H 3.45 1.31 1.20  0.08

Summary:
net charge	0
orbital gap	9.1	eV
E_HOMO	-9.062	eV
SMILES string	CC(C)[C@H](O)C[C@@H](C)N=O

***

Model ii:
3 unconnected molecules or ions with the total composition C7H15NO2. Source: the OMol25 dataset; level of theory: wB97M-V/def2-TZVPD.

Last column: Löwdin charge in e.
CARTESIAN COORDINATES (ANGSTROEM)
1 C 0.02 1.16 1.99  -0.02
2 C -0.05 1.80 0.63  -0.50
3 C 1.29 2.28 0.11  -0.03
4 O -1.09 2.09 0.06  0.05
5 H 0.52 0.20 1.89  0.07
6 H 0.61 1.78 2.67  0.09
7 H -0.98 1.02 2.39  0.09
8 H 2.03 1.48 0.19  0.06
9 H 1.21 2.61 -0.92  0.08
10 H 1.62 3.11 0.72  0.09
11 C -1.50 -1.99 0.16  -0.03
12 C -1.96 -0.85 -0.32  -0.26
13 C -2.15 -0.53 -1.76  -0.11
14 H -1.39 -2.17 1.22  0.05
15 H -1.20 -2.80 -0.50  0.05
16 H -2.19 -0.03 0.39  0.09
17 H -1.62 0.39 -1.99  0.06
18 H -3.20 -0.37 -1.99  0.08
19 H -1.75 -1.32 -2.41  0.07
20 C 1.36 -1.44 -1.07  -0.05
21 N 2.35 -1.75 -0.35  -0.07
22 O 2.68 -0.82 0.64  -0.09
23 H 1.06 -2.18 -1.79  0.07
24 H 0.87 -0.47 -1.04  0.07
25 H 3.46 -1.21 1.07  0.09

Summary:
net charge	0
orbital gap	10.1	eV
E_HOMO	-9.433	eV
SMILES string	CC(C)=O.C=CC.C=NO

***

Most stable: model i (next structure +0.425 eV)

***

Model i:
A single C4H5Cl molecule. Source: the OMol25 dataset; level of theory: wB97M-V/def2-TZVPD.

Last column: Löwdin charge in e.
CARTESIAN COORDINATES (ANGSTROEM)
1 C 0.22 1.83 1.33  0.07
2 C 0.00 0.71 0.64  -0.08
3 C -0.45 -0.36 0.03  -0.37
4 C 0.19 -1.03 -1.10  -0.24
5 Cl -2.04 -1.85 0.28  0.25
6 H 0.87 1.75 2.19  0.07
7 H -0.18 2.75 1.12  0.04
8 H 0.80 -0.34 -1.72  0.08
9 H -0.36 -1.64 -1.91  0.09
10 H 0.94 -1.81 -0.87  0.08

Summary:
net charge	0
orbital gap	8.7	eV
E_HOMO	-10.022	eV
SMILES string	C=C=C(C)Cl

***

Model ii:
A single C4H5Cl molecule. Source: the OMol25 dataset; level of theory: wB97M-V/def2-TZVPD.

Last column: Löwdin charge in e.
CARTESIAN COORDINATES (ANGSTROEM)
1 C -0.73 -0.08 -0.03  -0.50
2 C -2.02 -0.22 -0.01  -0.51
3 C -0.70 1.40 -0.01  0.04
4 C 0.39 -1.06 -0.01  -0.06
5 Cl -3.65 -0.12 0.00  0.71
6 H -0.79 1.93 0.92  0.05
7 H -0.86 1.95 -0.92  0.05
8 H 1.22 -0.68 -0.60  0.08
9 H 0.05 -2.01 -0.40  0.08
10 H 0.73 -1.20 1.01  0.08

Summary:
net charge	0
orbital gap	8.4	eV
E_HOMO	-7.755	eV

***

Most stable: model i (next structure +0.774 eV)

***

Model i:
6 unconnected molecules or ions with the total composition H12O5S. Source: the OMol25 dataset; level of theory: wB97M-V/def2-TZVPD.

Last column: Löwdin charge in e.
CARTESIAN COORDINATES (ANGSTROEM)
1 O 1.85 1.00 1.41  -0.07
2 H 2.45 0.60 0.77  0.06
3 H 2.07 0.88 2.33  0.06
4 O 0.52 -3.16 -0.03  -0.08
5 H -0.01 -2.95 -0.80  0.01
6 H 0.01 -2.82 0.72  -0.04
7 O -0.06 2.88 1.03  -0.08
8 H 0.87 2.61 1.13  0.00
9 H -0.65 2.31 1.52  -0.01
10 O -1.59 -0.80 -2.00  -0.06
11 H -1.92 -1.67 -1.73  0.03
12 H -2.39 -0.47 -2.43  0.05
13 O 1.22 1.02 -1.59  -0.05
14 H 0.40 0.56 -1.79  0.01
15 H 1.49 1.53 -2.36  0.05
16 S -1.35 -0.83 1.72  0.56
17 H -0.57 0.20 1.27  -0.20
18 H -2.33 -0.90 0.84  -0.23

Summary:
net charge	0
orbital gap	10.1	eV
E_HOMO	-10.005	eV
SMILES string	O.O.O.O.O.S

***

Model ii:
6 unconnected molecules or ions with the total composition H12O5S. Source: the OMol25 dataset; level of theory: wB97M-V/def2-TZVPD.

Last column: Löwdin charge in e.
CARTESIAN COORDINATES (ANGSTROEM)
1 O 1.15 -1.98 3.98  -0.07
2 H 1.26 -1.67 3.07  0.00
3 H 0.50 -1.36 4.33  0.03
4 O -1.09 1.38 -1.56  -0.07
5 H -0.16 1.14 -1.64  -0.01
6 H -1.48 0.54 -1.27  0.01
7 O 0.61 -0.40 1.65  -0.05
8 H 1.21 0.30 1.36  0.06
9 H -0.08 -0.53 0.99  0.04
10 O -2.76 -1.62 -1.62  -0.05
11 H -3.42 -2.30 -1.73  0.04
12 H -3.23 -0.84 -1.33  0.03
13 O -1.79 -2.17 2.22  -0.06
14 H -0.88 -2.30 2.52  0.01
15 H -2.32 -2.05 3.02  0.04
16 S 2.14 2.63 -2.50  0.49
17 H 3.44 2.93 -2.63  -0.22
18 H 2.25 1.63 -3.38  -0.21

Summary:
net charge	0
orbital gap	10.5	eV
E_HOMO	-10.141	eV
SMILES string	O.O.O.O.O.S

***

Most stable: model ii (next structure +0.145 eV)

***

Model i:
A molecular structure, C5H11OP. Source: the OMol25 dataset; level of theory: wB97M-V/def2-TZVPD.

Last column: Löwdin charge in e.
CARTESIAN COORDINATES (ANGSTROEM)
1 C 0.65 -0.91 0.52  -0.18
2 C -0.05 -0.11 -0.32  -0.07
3 C 2.92 -0.28 -0.50  -0.15
4 C -2.88 1.64 0.15  -0.26
5 C 2.18 -1.13 0.46  -0.27
6 O -2.98 -1.03 0.83  -0.46
7 P -2.38 -0.11 -0.14  0.66
8 H 0.17 -1.36 1.37  0.09
9 H 0.06 0.64 -1.16  0.05
10 H 2.48 -0.26 -1.55  0.10
11 H 2.95 0.78 -0.25  0.08
12 H 3.88 -0.66 -0.44  0.05
13 H -3.99 1.82 0.38  0.07
14 H -2.44 1.91 1.06  0.00
15 H -2.57 2.20 -0.79  0.05
16 H 2.43 -0.62 1.38  0.11
17 H 2.50 -2.16 0.48  0.11
18 H -2.93 -0.38 -1.48  0.02

Summary:
net charge	0
orbital gap	10.0	eV
E_HOMO	-9.148	eV

***

Model ii:
A single C5H11OP molecule. Source: the OMol25 dataset; level of theory: wB97M-V/def2-TZVPD.

Last column: Löwdin charge in e.
CARTESIAN COORDINATES (ANGSTROEM)
1 C -0.13 1.87 -1.46  -0.09
2 C -0.08 1.04 -0.08  -0.50
3 C 0.40 1.88 1.01  -0.37
4 O 1.49 2.35 1.05  0.06
5 P 0.96 -0.50 -0.39  0.91
6 C -0.36 -1.80 -0.15  -0.31
7 C 1.83 -0.66 1.23  -0.30
8 H 0.30 1.12 -2.29  0.08
9 H -1.20 2.16 -1.64  0.08
10 H 0.54 2.70 -1.27  0.06
11 H -1.06 0.77 0.25  0.08
12 H -0.24 2.01 1.84  0.11
13 H -0.82 -1.92 -1.11  0.01
14 H -1.06 -1.46 0.65  0.05
15 H 0.18 -2.79 0.05  0.06
16 H 2.45 0.31 1.21  0.06
17 H 2.55 -1.48 1.16  0.04
18 H 1.27 -0.94 2.01  -0.02

Summary:
net charge	0
orbital gap	9.8	eV
E_HOMO	-8.833	eV
SMILES string	C[C@H](C=O)P(C)C

***

Most stable: model ii (next structure +0.821 eV)

***

Model i:
A molecular structure, CH3Br2ClSi. Source: the OMol25 dataset; level of theory: wB97M-V/def2-TZVPD.

Last column: Löwdin charge in e.
CARTESIAN COORDINATES (ANGSTROEM)
1 C -0.29 2.03 1.63  -0.85
2 Si -2.80 -0.03 -0.93  0.10
3 Cl 0.49 0.72 0.84  0.45
4 Br -1.44 2.80 -0.01  0.41
5 Br -2.07 -1.24 0.76  0.07
6 H -0.97 1.59 2.36  0.01
7 H 0.39 2.64 2.15  0.01
8 H -3.95 0.75 -0.10  -0.20

Summary:
net charge	0
orbital gap	8.0	eV
E_HOMO	-8.557	eV

***

Model ii:
A single CH3Br2ClSi molecule. Source: the OMol25 dataset; level of theory: wB97M-V/def2-TZVPD.

Last column: Löwdin charge in e.
CARTESIAN COORDINATES (ANGSTROEM)
1 C -0.28 0.18 -0.06  -0.24
2 Si -2.16 -0.11 -0.42  -0.56
3 Cl -2.56 -0.25 -2.40  0.28
4 Br -3.10 -1.91 0.45  0.33
5 Br -3.19 1.87 0.50  0.15
6 H -0.11 0.23 1.03  0.05
7 H 0.19 -0.53 -0.60  -0.02
8 H 0.17 1.03 -0.44  0.00

Summary:
net charge	0
orbital gap	10.7	eV
E_HOMO	-10.494	eV
SMILES string	C[Si](Cl)(Br)Br

***

Most stable: model ii (next structure +5.237 eV)

***

Model i:
2 unconnected molecules or ions with the total composition CH3FN2O2. Source: the OMol25 dataset; level of theory: wB97M-V/def2-TZVPD.

Last column: Löwdin charge in e.
CARTESIAN COORDINATES (ANGSTROEM)
1 C 0.15 0.04 0.50  0.21
2 N 2.42 -0.43 -0.92  0.17
3 N 2.76 0.52 -0.07  -0.55
4 O 2.87 1.63 -0.56  0.09
5 O 3.08 0.28 1.08  0.05
6 F 2.75 -1.66 -0.45  0.01
7 H -0.12 -0.96 0.61  0.01
8 H 0.81 0.52 1.17  0.00
9 H -0.25 0.50 -0.35  0.01

Summary:
net charge	0
orbital gap (alpha / beta)	6.6 / 10.3	eV
E_HOMO (alpha / beta)	-9.858 / -11.411	eV

***

Model ii:
2 unconnected molecules or ions with the total composition CH3FN2O2. Source: the OMol25 dataset; level of theory: wB97M-V/def2-TZVPD.

Last column: Löwdin charge in e.
CARTESIAN COORDINATES (ANGSTROEM)
1 C 0.32 0.48 -0.26  -0.27
2 N -0.70 0.20 0.53  0.22
3 N 1.14 -1.76 -0.52  -0.09
4 O 1.05 1.14 -0.87  0.18
5 O 2.23 -1.67 -1.23  -0.08
6 F 0.05 -2.46 -1.41  -0.27
7 H -0.69 -0.74 0.61  0.06
8 H -1.11 0.98 1.02  0.13
9 H 2.11 -0.96 -1.91  0.10

Summary:
net charge	0
orbital gap (alpha / beta)	7.8 / 8.3	eV
E_HOMO (alpha / beta)	-7.855 / -8.366	eV

***

Most stable: model ii (next structure +3.629 eV)